21
Properties=species:S:1:pos:R:3:forces:R:3 method="wB97M-V/def2-TZVPD" lumo_ev=0.68 e_above_lowest_kcal_mol=14.8 multiplicity=1 e_tot_ha=-349.3522
C 2.4890 0.2969 -0.6382 0.7054 0.3368 0.1324
C 1.5555 -0.9159 -0.6731 0.2661 1.1854 -0.1212
C 0.1155 -0.4927 -0.7777 -0.8154 0.2222 -0.4845
C -0.9393 -1.2671 -0.5362 0.9385 -1.0041 -0.9251
C -2.3143 -1.0777 -1.0896 -0.6243 0.4533 0.6306
H 2.2513 1.0143 0.1435 -0.1495 -0.0800 0.2265
H 2.4946 0.8603 -1.5631 -0.4771 0.0675 -0.3934
H 3.5514 0.0512 -0.5324 -0.2019 -0.3799 0.2745
H 1.7168 -1.5170 0.2254 0.0263 -0.3372 -0.3557
H 1.8053 -1.4288 -1.6125 -0.0846 -0.4821 0.4980
H -0.1292 0.4646 -1.2468 0.4631 0.0263 0.0340
H -0.6802 -2.2715 -0.2164 -0.2481 -0.1568 0.4700
H -2.8184 -2.0199 -1.3060 0.2460 -0.1031 0.0443
H -2.3192 -0.4939 -2.0070 0.1055 0.1424 0.0132
H -2.9547 -0.5673 -0.3637 -0.0806 0.0558 -0.0911
H -1.6625 3.2291 2.4175 0.0810 0.0993 -0.2631
H -0.7242 2.3755 1.5980 -0.0061 0.0032 0.0185
O -1.1999 3.2192 1.5686 -0.0949 -0.1151 0.2752
H -0.0422 -0.1156 1.4704 -0.1409 0.1916 -0.0731
H -0.1781 0.0894 2.9806 0.0258 0.1498 -0.0316
O -0.0172 0.5671 2.1588 0.0655 -0.2751 0.1216

---

31
Properties=species:S:1:pos:R:3:forces:R:3 method="wB97M-V/def2-TZVPD" lumo_ev=-3.95 e_above_lowest_kcal_mol=7.8 multiplicity=1 total_charge=+1 e_tot_ha=-2893.9323
C 3.7362 -2.3251 0.8485 0.0316 0.1050 -0.1132
C 3.5014 -0.9342 0.2931 0.2816 -0.0103 0.2405
O 3.0992 -0.9412 -1.0615 -0.2263 0.2539 0.1119
C 2.5211 -0.1069 1.1731 0.2869 -0.3415 -0.1743
C 1.1402 0.0211 0.6588 -0.0450 0.3518 -0.2636
N 0.3828 1.0251 1.0081 -0.3861 0.2488 -0.1100
C -0.9774 1.0300 0.4679 -0.2568 -0.2455 1.0267
C -1.2736 -0.4425 0.3771 -0.1686 -0.1864 -0.5946
O -2.3871 -0.7683 -0.3546 0.3217 -0.3100 -0.1852
B -3.5046 -1.2157 0.3534 -0.5055 0.2928 0.0772
O -4.0023 -0.4607 1.4178 0.7982 -0.1921 -0.2754
O -4.1025 -2.3494 -0.0527 0.2640 0.1168 -0.1777
S 0.3244 -1.0901 -0.3647 0.0205 -0.1753 0.2021
H 2.8065 -2.8738 0.9856 -0.1033 -0.1078 0.0231
H 4.2598 -2.2541 1.7975 -0.0728 -0.0458 0.2000
H 4.3901 -2.8759 0.1783 0.0187 -0.1096 -0.1137
H 4.4545 -0.4124 0.3390 0.0766 0.1591 -0.1027
H 2.8556 -1.8349 -1.3061 0.0697 -0.2609 -0.2042
H 2.4315 -0.6121 2.1375 -0.0778 -0.0237 0.1311
H 2.9352 0.8742 1.3883 -0.0950 0.2241 -0.0880
H 0.6640 1.7902 1.6031 0.4401 -0.0989 0.0546
H -1.0556 1.5455 -0.4829 0.1145 0.0294 -0.1990
H -1.6538 1.4530 1.2068 -0.0332 0.3396 -0.0960
H -1.2829 -0.9194 1.3579 -0.0473 0.2023 0.2532
H -3.7175 -0.8266 2.2568 -0.3449 0.0500 0.4373
H -4.8905 -2.4982 0.4740 -0.3280 -0.2227 -0.0429
C -2.1341 3.6084 -3.3473 -0.0179 0.0534 -0.0263
Cl -2.3787 3.5330 -5.0844 0.0104 -0.0057 0.0025
Cl -3.1443 4.8687 -2.6479 0.0005 0.0049 0.0139
Cl -2.5647 2.0446 -2.6244 -0.0762 -0.0978 -0.0286
Cl -0.4331 3.9478 -2.9961 0.0498 0.0022 0.0213

---

7
Properties=species:S:1:pos:R:3:forces:R:3 method="wB97M-V/def2-TZVPD" lumo_ev="-1.25 / -1.25" e_above_lowest_kcal_mol=103.4 multiplicity=1 e_tot_ha=-659.1392
N 0.5057 -0.3589 -0.0697 2.7081 -0.7458 2.1225
N -0.6455 -0.2518 -0.4995 -1.4384 6.3926 -3.5667
O 2.8870 -0.1930 0.3195 0.4297 0.7483 -0.1782
O -1.6752 -0.7854 0.1051 -2.0238 -0.9692 2.0231
S 1.7464 0.6128 -0.1025 -0.7897 -1.5344 0.1549
H -0.9242 1.3385 -0.7332 0.3312 -3.5038 0.2730
H -1.8942 -0.3623 0.9803 0.7829 -0.3877 -0.8286

---

50
Properties=species:S:1:pos:R:3:forces:R:3 method="wB97M-V/def2-TZVPD" lumo_ev=-4.25 multiplicity=1 total_charge=+1 e_tot_ha=-3964.4212
Ga -0.1707 1.1669 0.3353 -0.0033 0.4276 -0.3093
C -5.1443 2.5285 -1.3685 0.0649 0.0953 0.0902
C -4.7194 3.3664 -0.1659 -0.0686 -0.2342 -0.1633
N -3.3584 3.8836 -0.2755 -0.1199 0.0307 0.0193
C -2.2443 3.2450 0.0585 0.0592 -0.3738 0.1826
S -2.3911 1.6099 0.7091 0.3652 -0.0058 0.1108
N -1.1088 3.9062 -0.0783 -0.1539 0.7187 -0.2762
N -0.0119 3.2090 0.1880 0.1857 -0.7725 0.1544
C 1.1418 3.7450 0.3729 -0.3523 0.2879 -0.1021
C 1.3921 5.2107 0.2830 -0.0456 -0.0600 0.0161
C 2.1984 2.7804 0.7057 0.4234 -0.1340 0.0675
C 3.4982 3.1547 1.0111 -0.1244 0.0333 -0.0494
C 4.4422 2.1719 1.2699 -0.0521 -0.1084 -0.0196
C 4.0714 0.8360 1.2221 0.0665 0.1012 -0.0283
C 2.7502 0.5307 0.9568 0.0156 -0.1429 0.0788
N 1.8468 1.4805 0.7150 -0.5910 -0.2194 0.0573
H -6.1389 2.1227 -1.1850 -0.0024 -0.0047 -0.0678
H -4.4548 1.6996 -1.5243 -0.0146 -0.0286 0.0146
H -5.1731 3.1274 -2.2785 -0.0151 0.0093 0.0086
H -4.7928 2.7719 0.7445 0.0067 0.0778 0.0441
H -5.3808 4.2232 -0.0547 0.0354 0.0346 0.0711
H -3.2309 4.8089 -0.6584 0.0936 0.0032 0.0157
H 0.5122 5.6898 -0.1363 0.0316 0.0432 0.0176
H 2.2553 5.4218 -0.3483 0.0155 -0.0137 0.0080
H 1.5810 5.6306 1.2734 0.0156 0.0029 -0.0007
H 3.7644 4.2008 1.0520 -0.0016 -0.0019 -0.0679
H 5.4613 2.4495 1.5023 0.0033 -0.0035 -0.0002
H 4.7884 0.0463 1.3904 -0.0363 -0.0181 0.0458
H 2.3869 -0.4894 0.9486 -0.0101 0.0096 -0.0219
C 2.6030 -4.3591 -0.8663 -0.0969 -0.0525 0.0177
C 1.3188 -4.8492 -0.2586 -0.0471 0.1381 -0.0961
C 1.2746 -5.9816 0.5358 -0.0239 -0.0083 0.0207
C 0.0724 -6.4304 1.0654 -0.0082 0.1112 -0.0697
Cl 0.0489 -7.8595 2.0406 -0.0027 -0.0544 0.0625
C -1.0996 -5.7462 0.8134 0.0362 -0.0783 0.0497
C -1.0718 -4.6079 0.0186 -0.0828 0.1033 -0.0438
C 0.1242 -4.1646 -0.5162 0.0899 -0.2283 0.2077
O 0.2630 -3.0790 -1.3536 0.0426 0.0534 -0.0988
C -0.7712 -2.1434 -1.5006 0.1078 0.1241 0.1213
C -0.3836 -0.8700 -0.7755 0.0056 -0.4830 -0.4734
O -0.2777 0.2208 -1.4182 0.0262 0.2109 0.4022
O -0.1755 -0.8583 0.4759 0.0198 0.4135 0.1107
H 3.4464 -4.9510 -0.5169 0.0038 0.0065 -0.0026
H 2.7730 -3.3111 -0.6154 0.0488 0.0021 -0.0148
H 2.5546 -4.4251 -1.9542 0.0608 0.0284 -0.0016
H 2.1874 -6.5237 0.7460 -0.0093 -0.0150 -0.0085
H -2.0345 -6.0958 1.2280 0.0065 -0.0119 -0.0012
H -2.0082 -4.0994 -0.1668 0.0337 -0.0327 0.0062
H -1.7213 -2.4854 -1.0904 -0.0189 0.0890 -0.0768
H -0.8931 -1.9087 -2.5560 0.0169 -0.0698 -0.0070

---

12
Properties=species:S:1:pos:R:3:forces:R:3 method="wB97M-V/def2-TZVPD" lumo_ev="0.82 / 0.82" e_above_lowest_kcal_mol=110.3 multiplicity=1 e_tot_ha=-360.4937
O 2.0897 -1.1318 0.0996 -0.4814 -0.0679 -0.4087
C 1.3478 -1.2533 -0.8249 0.5069 0.0120 0.3105
C 0.3513 1.2040 -0.0716 0.1092 0.1331 -0.0277
C -0.9599 1.5509 0.5965 -0.3546 0.1507 0.1891
N -0.5482 0.1982 0.3088 -0.0789 -0.4623 -0.2448
C -0.8277 -1.0141 0.0544 0.0613 0.3179 0.1023
O 0.0380 -1.7309 -0.6965 -0.0556 0.0357 0.0315
H 1.5798 -1.0983 -1.8836 0.0667 -0.1562 0.1111
H 1.2433 1.2208 0.5614 -0.1168 0.0301 -0.1300
H -1.7777 1.9148 -0.0278 0.1416 0.0073 0.1426
H -1.0548 1.7919 1.6546 0.0555 -0.1478 -0.0632
H -1.7567 -1.5128 0.3028 0.1463 0.1475 -0.0126

---

11
Properties=species:S:1:pos:R:3:forces:R:3 method="wB97M-V/def2-TZVPD" lumo_ev="-6.28 / -6.23" e_above_lowest_kcal_mol=93.8 multiplicity=2 total_charge=+1 e_tot_ha=-817.1201 s_squared=0.757
H 2.6001 1.0036 -0.2323 0.2997 0.3103 1.4017
Ce 2.0475 1.4990 1.7282 -1.3298 -1.0769 -2.8761
O -1.1615 -1.0492 -0.5594 1.0503 -0.5265 -0.3566
C -1.8451 -0.1074 0.1108 -2.7447 -1.4364 0.5403
C 0.2546 -0.9126 -0.2980 -0.4939 -0.0614 -0.4794
O -3.0225 -0.2351 0.3737 1.7240 0.6315 -0.5069
O -1.0737 0.8849 0.4837 3.1313 0.8791 0.2397
C 0.4306 0.5659 -0.0345 -1.5966 1.3817 1.6010
H 0.8215 -1.2518 -1.1724 -0.1990 0.0765 0.1868
H 0.4779 -1.5798 0.5473 0.1034 0.2231 -0.0111
H 0.4707 1.1824 -0.9471 0.0554 -0.4011 0.2606

---

145
Properties=species:S:1:pos:R:3:forces:R:3 method="wB97M-V/def2-TZVPD" lumo_ev=-3.11 multiplicity=1 total_charge=+1 e_tot_ha=-9456.5596
C 6.5299 -4.5367 2.0744 0.0975 -0.1481 0.6679
N 5.0440 -4.6270 2.1628 0.2182 0.0979 -0.5560
C 4.4973 -3.2959 2.3373 1.5783 -0.5825 0.8848
N 2.9753 -3.2508 2.3233 0.2348 -0.3068 -0.2503
C 2.3403 -4.5907 2.2915 -0.9505 -2.0561 1.5093
C 0.8107 -4.5945 2.5435 0.4154 0.8515 -1.4756
C 0.1865 -5.9712 2.4433 -0.5553 -0.8728 0.3224
C 0.7734 -7.0711 1.8203 1.3070 0.4714 -0.4245
C 0.1786 -8.3241 1.7304 -0.1272 0.4659 0.0994
N -1.0342 -8.5473 2.2253 0.4733 0.0621 -0.2870
C -1.6093 -7.4971 2.7933 -1.6106 0.0990 0.7815
C -1.0949 -6.2231 2.9649 1.0623 0.3620 -0.4281
C 0.1848 -3.6366 1.4305 0.4298 -0.7435 1.5463
P 0.2601 -4.4172 -0.2355 -0.4499 0.0701 -1.7999
O 0.3052 -3.4979 -1.3982 -0.0194 0.4189 0.3907
C 0.8551 -2.2516 1.6629 0.4484 -0.2723 0.5063
C 0.0005 -1.0385 1.2461 -2.3668 0.6419 -0.5509
F 0.6190 -0.0769 0.4892 0.6320 -0.4910 0.1948
F -0.3534 -0.3618 2.4074 0.8597 -0.1509 0.0229
C -1.3617 -1.3244 0.5457 -0.4125 0.4189 0.6332
C -2.5349 -1.4824 1.5730 0.3446 -0.7891 -0.2883
Si -3.9643 -2.4349 0.7530 -0.6830 -0.1663 -0.3854
C -3.9539 -2.0270 -1.0956 0.4513 -0.1264 0.2176
C -3.6920 -4.3028 0.9118 0.8653 0.3150 -0.2269
C -5.6635 -2.0474 1.4588 0.2648 0.1215 -0.1060
C -6.7466 -1.8393 0.6021 -0.1727 0.0861 -0.3288
C -8.0206 -1.5744 1.0834 -0.1039 -0.1282 -0.1410
C -8.2368 -1.5216 2.4532 -0.3956 0.2375 -0.3070
C -7.1756 -1.7132 3.3207 -0.2860 -0.0500 0.4831
C -5.9106 -1.9862 2.8319 0.3475 0.0066 0.1538
C 2.4048 -2.1836 1.3880 -0.6331 1.1589 0.0684
C 2.9327 -0.8370 2.0128 0.8253 0.3504 0.1440
C 4.0442 -0.1035 1.2265 -0.2105 0.5523 -0.0911
C 4.8958 0.8197 2.0939 -0.6809 0.6512 0.0788
F 5.6795 0.1207 2.9639 -0.1512 -0.1988 -0.3202
Br 3.6919 1.9521 3.1853 0.2447 -0.2971 -0.0013
C 5.8312 1.8070 1.2773 0.7516 0.4984 0.1204
F 5.4552 3.0901 1.3837 -0.2200 -0.3139 -0.1767
F 7.0712 1.7571 1.7987 -0.2524 -0.3044 -0.0365
Br 5.9832 1.4342 -0.6263 -0.0441 -0.1617 0.1147
C 2.8159 -2.3868 -0.0619 0.9024 -1.3095 -0.9953
C 3.4428 -3.5622 -0.5352 -0.3985 0.6853 0.7185
C 3.7566 -3.6614 -1.8796 0.5384 -1.2397 -0.3896
N 3.5440 -2.7635 -2.8295 -0.1329 0.3883 0.3559
C 2.9953 -1.6314 -2.3940 0.1213 -0.4987 0.0404
C 2.6461 -1.4433 -1.0661 -0.6720 1.6588 0.5506
H 6.9302 -4.6410 3.0960 0.1743 0.1375 -0.3576
H 6.8714 -3.5662 1.6984 -0.1872 -0.2535 -0.1443
H 6.9536 -5.3452 1.4724 -0.2613 0.2099 -0.0323
H 4.8829 -5.2109 2.9763 -0.3151 0.1421 -0.0785
H 4.8589 -2.9033 3.3077 -0.6499 0.3082 -0.2279
H 4.9446 -2.6625 1.5698 -0.6236 -0.0516 -0.0791
H 2.7511 -2.9227 3.2664 -0.1592 0.2486 -0.2674
H 2.7454 -5.1437 3.1553 0.1910 0.2079 -0.3551
H 2.5368 -5.2225 1.4323 0.4573 0.7750 -0.1603
H 0.6027 -4.1873 3.5463 -0.1011 0.0458 -0.3244
H 1.7607 -6.9632 1.3643 -0.2358 -0.1982 0.1593
H 0.7176 -9.1272 1.2268 -0.2970 0.0424 0.1993
H -2.6224 -7.6590 3.1768 0.3104 -0.1332 -0.1073
H -1.6613 -5.4449 3.4749 0.0177 -0.2615 -0.0755
H -0.8732 -3.6210 1.7349 0.1563 0.4235 -0.5347
H 1.3489 -5.3245 -0.3201 -0.3230 0.0475 0.6072
H -0.8983 -5.2282 -0.3453 0.3914 -0.1177 0.6407
H 0.8592 -2.1944 2.7702 -0.3473 0.3173 -0.3406
H -1.3104 -2.1410 -0.1809 0.2611 0.1485 0.1797
H -1.6071 -0.4170 -0.0218 0.3760 -0.2525 -0.0309
H -2.1677 -2.0503 2.4456 -0.3151 0.2117 -0.0782
H -2.8813 -0.5098 1.9389 0.2090 -0.1790 -0.0710
H -3.1136 -2.5606 -1.5675 -0.2380 0.1047 0.0157
H -3.7779 -0.9563 -1.2717 -0.2844 -0.2255 -0.0281
H -4.8743 -2.3564 -1.5896 0.2009 0.1654 0.0500
H -3.5132 -4.6262 1.9465 -0.3874 -0.0370 -0.2155
H -4.4979 -4.8625 0.4237 0.0689 0.0705 0.3408
H -2.7679 -4.5411 0.3539 -0.2709 -0.0548 0.1171
H -6.6443 -1.8674 -0.4827 0.2095 -0.0152 0.2513
H -8.8280 -1.4250 0.3655 0.0839 0.0689 0.2946
H -9.2376 -1.3016 2.8228 0.2602 -0.0824 0.0253
H -7.3657 -1.6546 4.3914 0.1840 -0.0444 -0.1779
H -5.0960 -2.1442 3.5420 -0.1421 0.0491 -0.1299
H 3.3418 -0.9846 3.0299 -0.2874 -0.3772 -0.2617
H 2.1378 -0.1054 2.1774 -0.0135 -0.4172 -0.2077
H 4.7299 -0.7349 0.6488 -0.2117 -0.0695 0.2343
H 3.5519 0.5509 0.4956 0.2682 -0.1903 0.0878
H 3.7194 -4.3821 0.1214 0.0523 0.1290 -0.2551
H 4.2383 -4.5880 -2.2094 -0.1345 0.2635 0.0464
H 2.8278 -0.8424 -3.1272 0.0017 -0.1742 0.2155
H 2.2390 -0.4613 -0.8336 -0.0406 -0.3864 -0.0410
O 10.6591 7.2539 -2.1404 1.4427 -3.5893 0.0108
P 9.6928 6.5860 -1.1842 -3.5843 5.6795 1.2073
N 8.2831 6.7650 -2.1639 -0.0004 -0.2521 -1.0451
C 6.9482 7.1368 -1.7500 -0.1486 -0.2602 0.6330
C 8.2783 6.0129 -3.4149 0.4722 0.0794 -0.1343
N 9.8325 7.7895 0.0635 0.1074 0.2432 0.6952
C 8.9280 8.9235 0.1235 -0.4416 -0.2616 -0.0532
C 11.1986 8.2637 0.2782 0.1937 -0.1307 -0.2481
N 8.8976 5.5384 -0.0618 1.6701 -1.5574 -0.9502
C 8.5629 4.1979 -0.5293 -0.1794 0.0992 -0.2914
C 8.4692 5.8086 1.2973 0.4763 -0.0002 0.6577
H 6.5024 6.4460 -1.0194 -0.0272 0.0368 0.0849
H 6.2708 7.1612 -2.6046 0.2139 -0.1876 -0.1442
H 6.9149 8.1480 -1.3483 0.0766 -0.0838 0.1682
H 7.9205 4.9835 -3.2715 -0.1248 0.0003 -0.1098
H 9.2834 5.9607 -3.8370 0.0236 0.0324 0.1264
H 7.6522 6.4953 -4.1678 -0.0624 0.0484 0.0905
H 8.9036 9.4894 -0.8169 -0.0704 0.0794 0.0164
H 9.2220 9.6045 0.9249 0.2273 -0.0711 -0.0463
H 7.9171 8.6060 0.3865 -0.0359 -0.0009 -0.1538
H 11.4964 9.0149 -0.4621 0.0729 -0.0563 -0.0121
H 11.9114 7.4402 0.2251 -0.0096 0.0335 -0.0541
H 11.2919 8.7094 1.2722 -0.1853 -0.0383 0.0246
H 7.5107 4.1382 -0.8328 -0.0102 -0.0519 0.0349
H 8.7440 3.4414 0.2377 0.0315 0.0779 0.0520
H 9.1785 3.9222 -1.3872 -0.0823 0.0199 -0.0571
H 7.5235 6.3585 1.3113 0.0468 0.0858 -0.0548
H 9.2109 6.3597 1.8673 -0.0711 0.1764 -0.1509
H 8.3112 4.8767 1.8497 -0.0191 -0.1368 -0.2815
O -10.6891 0.4495 -1.1219 -3.1623 -2.0048 -1.7383
P -10.6381 1.1334 -2.4848 5.8840 4.2439 2.2485
N -9.1080 0.4619 -2.9395 0.1642 -1.2685 -0.0952
C -7.9756 1.1349 -3.5378 -0.2245 0.5067 -0.4878
C -9.1011 -0.9705 -3.2210 -0.2832 -0.1223 0.3698
N -10.5038 2.7217 -1.7720 -0.2553 0.9551 0.3173
C -9.2128 3.2962 -1.4457 0.1691 -0.1401 -0.4346
C -11.4142 2.9478 -0.6514 -0.0971 -0.2768 0.0460
N -10.8268 1.9292 -4.0115 -1.7673 -1.8372 -0.2446
C -11.1084 1.0822 -5.1689 0.2448 -0.2366 -0.0213
C -10.7117 3.3389 -4.3364 -0.7313 0.6188 0.0323
H -8.1973 1.5975 -4.5093 0.0376 0.0872 -0.0031
H -7.1563 0.4351 -3.7099 -0.2312 -0.2373 0.0049
H -7.5549 1.8881 -2.8739 -0.1685 0.1155 -0.0470
H -9.3856 -1.1848 -4.2596 0.1394 -0.1013 -0.0428
H -9.8026 -1.4950 -2.5688 -0.0571 0.1233 0.0052
H -8.1179 -1.4094 -3.0344 0.0515 0.1023 -0.0344
H -8.6150 2.6412 -0.7968 0.1054 0.0447 0.0260
H -9.3388 4.2560 -0.9398 -0.1982 -0.0871 0.0959
H -8.6476 3.5315 -2.3492 0.0886 -0.1327 0.0165
H -11.0380 2.5117 0.2817 -0.0910 -0.0331 0.0156
H -12.3954 2.5157 -0.8513 0.0327 -0.0335 0.0328
H -11.5588 4.0198 -0.4920 0.1083 0.0344 -0.1384
H -10.1982 0.8917 -5.7497 -0.0292 0.0430 -0.0650
H -11.8503 1.5331 -5.8299 0.0014 0.0499 0.0624
H -11.5169 0.1207 -4.8550 0.0872 -0.0296 -0.0092
H -9.6637 3.6342 -4.4389 0.0260 -0.0658 0.1180
H -11.1927 3.9779 -3.6032 0.1852 -0.0768 0.1022
H -11.2068 3.5626 -5.2859 0.0351 -0.3134 -0.0692

---

16
Properties=species:S:1:pos:R:3:forces:R:3 method="wB97M-V/def2-TZVPD" lumo_ev=0.74 e_above_lowest_kcal_mol=42.8 multiplicity=1 e_tot_ha=-363.0174
O 0.5229 -0.6373 -3.3254 0.3281 -0.4093 -0.8031
O -1.1413 -1.4268 -2.0627 -0.1924 1.0433 2.0455
C -0.1105 -0.6083 -2.3159 0.6360 1.4845 0.3747
N 0.0243 0.8195 1.1511 2.6597 1.9169 0.2202
C 0.2007 0.5807 2.5926 -3.1280 -2.0979 -0.9940
C 0.1617 0.4567 -1.2227 0.4154 -0.9763 0.3386
C 0.4686 -0.1289 0.1477 0.6933 -1.7393 0.3858
H -1.3315 -2.0353 -2.7533 0.1771 -0.7124 -1.3305
H -0.9183 0.9854 0.9332 -1.3296 0.4388 0.1314
H 1.1508 0.3335 2.9584 1.6012 -0.2398 -0.1641
H -0.2515 1.2563 3.3211 0.0907 0.8067 -0.8249
H -0.4647 -0.3037 2.6754 0.6255 -0.3396 1.1599
H -0.6936 1.0657 -1.0896 -1.2960 0.4600 -0.1434
H 0.9537 1.1696 -1.4165 0.2039 -0.2656 -0.9509
H 1.5730 -0.4898 0.1727 -1.7381 1.0073 0.4401
H -0.1443 -1.0374 0.2340 0.2533 -0.3773 0.1148